[1]
C18H28ClNOTi | ωB97M-V/def2-TZVPD

ORCA input file:
```
! wB97M-V def2-TZVPD RIJCOSX def2/J DEFGRID3
* xyz 2 1
C 0.372 0.667 -3.752
C 1.668 1.057 -4.476
C 0.092 -0.809 -4.004
C -0.794 1.487 -4.308
Cl 0.570 1.008 -2.024
H 0.070 -0.953 -5.090
H -0.878 -1.105 -3.605
H 0.870 -1.450 -3.587
H 1.523 0.934 -5.557
H 2.490 0.404 -4.166
H 1.933 2.100 -4.283
H -0.776 1.414 -5.402
H -0.710 2.541 -4.026
H -1.751 1.092 -3.957
C 1.480 -1.687 1.512
C 0.617 -2.697 0.971
C 0.769 -2.684 -0.459
H 0.014 -3.385 1.565
C 1.718 -1.673 -0.797
C 2.150 -1.050 0.418
H 2.942 -0.307 0.484
H 1.673 -1.535 2.575
H 0.321 -3.386 -1.159
H 2.174 -1.513 -1.772
C -2.412 0.118 0.482
C -2.301 -1.162 1.138
C -2.042 -2.139 0.115
H -2.462 -1.370 2.192
C -1.978 -1.468 -1.145
C -2.203 -0.076 -0.912
H -2.334 0.698 -1.664
H -2.702 1.059 0.949
H -1.989 -3.212 0.256
H -1.931 -1.935 -2.123
Ti -0.258 -0.729 0.313
C 0.398 1.848 5.042
N -0.184 1.465 3.757
C -1.617 1.195 3.716
C 0.569 1.174 2.707
C 2.027 1.483 2.761
O 0.021 0.624 1.670
H -0.428 1.999 5.736
H 0.969 2.779 4.965
H 1.059 1.066 5.437
H -2.091 1.757 2.910
H -1.818 0.127 3.597
H -2.016 1.533 4.671
H 2.580 0.717 3.331
H 2.414 1.528 1.739
H 2.194 2.449 3.258
*
```

Output
LUMO energy: -7.69 eV
energy above the lowest of the compared OMol25 structures with the same formula, charge and spin: 0.0000 eV
gap between HOMO and LUMO: 0.2993 Ha
F_max: 2.55 eV Å⁻¹
electronic energy: -58282.2395 eV

[2]
C4H14NO3 | ωB97M-V/def2-TZVPD

ORCA input file:
```
! wB97M-V def2-TZVPD RIJCOSX def2/J DEFGRID3
* xyz -1 1
C 0.790 0.244 -0.871
O 1.992 0.173 -0.179
C -0.449 0.020 0.036
C -1.676 -0.072 -0.860
C -2.955 0.035 -0.034
N -0.283 -1.176 0.871
H 0.717 1.302 -1.206
H 0.708 -0.502 -1.689
H -0.569 0.918 0.655
H -1.609 0.844 -1.466
H -1.607 -0.951 -1.501
H -2.972 -0.761 0.716
H -3.916 0.106 -0.561
H -2.983 0.997 0.499
H 0.720 -1.205 1.052
H -0.789 -1.020 1.732
H 3.094 -2.362 0.469
H 2.630 -1.257 -0.644
O 2.995 -2.183 -0.474
H 2.178 2.324 1.930
H 2.029 1.878 0.469
O 1.956 2.650 1.058
*
```

Output
LUMO energy: 3.76 eV
energy above the lowest of the compared OMol25 structures with the same formula, charge and spin: 0.3909 eV
gap between HOMO and LUMO: 0.2810 Ha
F_max: 1.60 eV Å⁻¹
electronic energy: -12008.5053 eV

[3]
C6H9Br | ωB97M-V/def2-TZVPD

ORCA input file:
```
! wB97M-V def2-TZVPD RIJCOSX def2/J DEFGRID3
* xyz 0 1
C 1.508 -0.015 -1.995
C 1.366 0.939 -1.082
C 0.108 1.910 0.783
C 0.205 1.051 -0.225
C -2.556 -1.739 -0.245
C -1.792 -1.929 0.996
Br -3.097 -3.307 -1.064
H 2.384 -0.093 -2.612
H 0.745 -0.759 -2.154
H 2.140 1.684 -0.941
H 0.905 2.597 1.018
H -0.768 1.956 1.413
H -0.611 0.374 -0.444
H -0.775 -1.635 0.711
H -1.768 -2.920 1.449
H -2.117 -1.181 1.721
*
```

Output
LUMO energy: -0.53 eV
energy above the lowest of the compared OMol25 structures with the same formula, charge and spin: 3.9313 eV
gap between HOMO and LUMO: 0.3015 Ha
F_max: 0.73 eV Å⁻¹
electronic energy: -76405.7719 eV

[4]
C26H39Cl5N4O4Ta | ωB97M-V/def2-TZVPD

ORCA input file:
```
! wB97M-V def2-TZVPD RIJCOSX def2/J DEFGRID3
* xyz 3 1
Ta -0.302 0.049 -0.046
C 1.075 -4.124 -0.035
C 1.061 -2.653 -0.470
C 2.173 -1.825 0.335
C 2.408 -1.435 1.849
C 1.806 -2.347 2.895
C 3.938 -1.469 2.018
N 2.115 0.125 2.220
C 1.049 0.743 3.142
C -0.005 1.813 2.688
N -1.095 1.405 1.739
C -1.904 0.466 2.529
C -1.208 -0.890 2.438
O -1.512 -1.863 3.054
O -0.195 -0.842 1.576
C -1.861 2.510 1.001
C -3.338 2.551 1.384
C -1.694 2.664 -0.582
C -2.092 1.767 -1.839
C -1.370 2.386 -3.039
C -3.602 1.772 -2.079
N -1.662 0.333 -1.652
C -1.190 -0.601 -2.703
C -0.907 -2.017 -2.090
N -0.353 -2.098 -0.686
C -1.320 -2.879 0.104
C -2.624 -2.083 0.313
O -3.688 -2.604 0.424
O -2.397 -0.800 0.335
H 2.083 -4.516 -0.155
H 0.432 -4.720 -0.677
H 0.781 -4.294 0.996
H 1.497 -2.638 -1.472
H 2.462 -0.965 -0.274
H 2.997 -2.528 0.188
H 2.225 -3.343 2.766
H 0.728 -2.442 2.850
H 2.088 -2.023 3.894
H 4.303 -2.488 1.910
H 4.246 -1.161 3.017
H 4.458 -0.867 1.275
H 2.203 0.672 1.352
H 2.991 0.317 2.723
H 1.612 1.285 3.908
H 0.556 -0.081 3.659
H 0.491 2.722 2.355
H -0.478 2.087 3.642
H -2.905 0.316 2.126
H -2.028 0.749 3.579
H -1.420 3.449 1.360
H -3.898 1.704 1.002
H -3.787 3.451 0.973
H -3.468 2.604 2.461
H -0.681 3.008 -0.784
H -2.310 3.553 -0.753
H -1.636 3.436 -3.130
H -1.682 1.902 -3.961
H -0.286 2.314 -2.953
H -3.967 2.787 -2.219
H -4.146 1.321 -1.252
H -3.843 1.221 -2.985
H -2.539 -0.103 -1.332
H -0.297 -0.206 -3.183
H -1.953 -0.739 -3.478
H -0.252 -2.542 -2.784
H -1.858 -2.553 -2.082
H -0.932 -3.085 1.103
H -1.578 -3.834 -0.358
Cl 1.329 2.387 0.290
C 1.905 1.919 -1.263
C 1.469 0.645 -1.628
C 2.085 0.219 -2.824
Cl 1.919 -1.385 -3.431
C 2.919 1.047 -3.601
Cl 3.595 0.477 -5.069
C 3.226 2.356 -3.191
Cl 4.211 3.372 -4.136
C 2.728 2.794 -1.955
Cl 3.103 4.343 -1.321
*
```

Output
LUMO energy: -11.12 eV
gap between HOMO and LUMO: 0.2305 Ha
F_max: 3.10 eV Å⁻¹
electronic energy: -105880.4731 eV

[5]
C43H69BN9O4S | ωB97M-V/def2-TZVPD

ORCA input file:
```
! wB97M-V def2-TZVPD RIJCOSX def2/J DEFGRID3
* xyz 1 1
C -1.237 -2.149 5.755
C -1.343 -3.557 5.172
C -0.786 -3.637 3.749
C -1.417 -4.712 2.850
C -2.952 -4.737 2.791
C -3.636 -3.385 2.569
C -3.584 -2.889 1.122
N -2.293 -2.235 0.863
C -1.964 -1.480 -0.172
N -2.929 -1.266 -1.133
C -4.021 -0.328 -0.760
B -3.631 1.177 -0.399
O -4.281 2.251 -0.933
O -2.697 1.409 0.578
C -2.468 -1.115 -2.523
C -1.025 -0.651 -2.690
S -0.955 1.179 -2.733
C -0.082 -1.243 -1.641
C 0.101 -2.801 -1.792
N -0.681 -3.452 -2.833
C -1.615 -4.493 -2.391
N 1.205 -0.574 -1.676
C 1.860 -0.601 -2.992
C 3.306 -0.089 -2.915
C 4.348 -0.995 -3.586
C 5.117 -1.909 -2.622
N -0.711 -0.937 -0.296
C 0.218 -1.004 0.852
C 0.951 0.321 1.107
C 0.256 1.156 2.201
C 0.192 2.654 1.949
O 1.372 3.214 1.348
C 2.354 3.585 2.167
O 3.214 4.335 1.844
H -1.625 -2.098 6.773
H -0.196 -1.815 5.760
H -1.798 -1.425 5.150
H -0.792 -4.246 5.812
H -2.383 -3.888 5.215
H -0.864 -2.641 3.289
H 0.284 -3.860 3.798
H -1.091 -5.691 3.212
H -1.004 -4.611 1.837
H -3.330 -5.174 3.717
H -3.257 -5.422 1.993
H -3.193 -2.622 3.216
H -4.687 -3.457 2.857
H -4.394 -2.200 0.913
H -3.673 -3.731 0.429
H -1.591 -2.414 1.562
H -4.722 -0.340 -1.597
H -4.590 -0.744 0.075
H -4.819 2.071 -1.710
H -2.533 2.360 0.650
H -3.109 -0.369 -2.990
H -2.622 -2.052 -3.057
H -0.703 -0.986 -3.676
H -0.454 1.393 -1.513
H -0.106 -3.277 -0.825
H 1.166 -2.961 -1.974
H -0.042 -3.852 -3.505
H -1.174 -5.493 -2.403
H -1.938 -4.282 -1.368
H -2.508 -4.512 -3.020
H 1.835 -1.046 -1.033
H 1.868 -1.620 -3.410
H 1.284 0.025 -3.670
H 3.337 0.896 -3.383
H 3.566 0.073 -1.864
H 5.059 -0.377 -4.138
H 3.849 -1.611 -4.342
H 6.131 -2.096 -2.973
H 5.189 -1.461 -1.627
H 4.631 -2.881 -2.502
H -0.343 -1.212 1.757
H 0.922 -1.837 0.727
H 1.072 0.878 0.179
H 1.962 0.068 1.439
H -0.770 0.801 2.339
H 0.767 0.990 3.155
H -0.601 2.909 1.248
H -0.007 3.192 2.878
H 2.297 3.126 3.166
N 2.140 10.221 0.252
C 1.207 9.281 0.118
C 1.387 7.965 0.513
C 2.603 7.595 1.067
C 3.583 8.564 1.210
C 3.302 9.857 0.791
H 0.272 9.598 -0.332
H 0.600 7.238 0.369
H 2.762 6.567 1.370
H 4.549 8.327 1.636
H 4.045 10.640 0.889
N 0.345 6.158 -2.061
C 1.152 5.120 -1.864
C 1.988 4.608 -2.843
C 1.978 5.196 -4.099
C 1.138 6.275 -4.316
C 0.349 6.722 -3.266
H 1.153 4.694 -0.865
H 2.640 3.778 -2.617
H 2.619 4.827 -4.889
H 1.104 6.776 -5.274
H -0.302 7.580 -3.393
N -1.192 -6.647 6.734
C -1.697 -7.050 7.898
C -1.367 -8.255 8.501
C -0.465 -9.089 7.861
C 0.069 -8.683 6.648
C -0.325 -7.459 6.132
H -2.401 -6.375 8.372
H -1.809 -8.528 9.449
H -0.182 -10.037 8.299
H 0.778 -9.299 6.113
H 0.079 -7.109 5.187
N 1.207 3.268 -8.109
C 0.865 2.292 -7.274
C 0.397 2.513 -5.987
C 0.278 3.819 -5.540
C 0.629 4.846 -6.400
C 1.086 4.519 -7.670
H 0.973 1.282 -7.656
H 0.134 1.682 -5.347
H -0.080 4.031 -4.540
H 0.554 5.881 -6.097
H 1.368 5.297 -8.369
*
```

Output
LUMO energy: -2.43 eV
gap between HOMO and LUMO: 0.2950 Ha
F_max: 1.84 eV Å⁻¹
electronic energy: -78817.5371 eV

> What is the electronic energy in the fourth record?

-105880.4731 eV